[1]
Entry from the Open Molecules 2025 dataset: the ion C6H15N2S with charge +1 in a non-equilibrium geometry (ωB97M-V with the def2-TZVPD basis set).

- M: 147.3 g/mol
- Kohn-Sham gap: 7.817 eV
- Electronic energy: -744.92663 Eh
- Relative energy (zero: lowest compared OMol25 entry of this formula, charge and spin): 3.948 eV
- Total charge: +1
- F_max: 0.065 hartree/bohr
- Multiplicity: 1

Atoms and positions in Å:
S  2.84224  0.73891  -0.65031
N  -1.35042  0.88800  -0.50956
N  1.00155  -1.30007  -0.51001
C  1.70893  -0.29560  1.70088
C  1.51216  0.03995  0.28191
C  -0.29035  1.61117  -0.28955
C  -1.22210  -0.33221  -1.34432
C  -2.57523  1.06174  0.26936
C  -0.52497  -1.35936  -0.43760
H  -2.91473  0.11691  0.83877
H  1.23165  -1.14134  -1.47280
H  -2.13797  -0.66909  -1.76699
H  0.36312  1.64207  -1.10175
H  1.38804  -2.18116  -0.17272
H  -0.67018  -0.09441  -2.21937
H  -3.43148  1.42850  -0.47197
H  -0.46778  2.43105  0.33533
H  -0.79236  -1.53579  0.58712
H  -2.50297  1.80250  1.07532
H  3.80538  0.75226  0.22341
H  2.44858  -1.07547  1.91136
H  2.27603  0.48982  2.18964
H  -0.60618  -2.36896  -0.83135
H  0.90905  -0.64941  2.36519



[2]
Entry from the Open Molecules 2025 dataset: a structure of composition C41H24Br2InN9O6S2 (ωB97M-V with the def2-TZVPD basis set).

- M: 1077.5 g/mol
- Kohn-Sham gap: 6.928 eV
- Electronic energy: -8655.67857 Eh
- Relative energy (zero: lowest compared OMol25 entry of this formula, charge and spin): 1.056 eV
- Total charge: -2
- F_max: 0.017 hartree/bohr
- Multiplicity: 1

Atoms and positions in Å:
In  -0.68273  0.32669  -0.54584
Br  4.35151  6.45268  0.63204
Br  1.35985  3.90543  -3.41391
S  5.05939  -8.01719  3.47022
S  -2.01260  -0.95739  -2.29066
O  0.80241  -0.17448  -2.26624
O  4.81551  -6.94470  4.41559
O  0.49912  2.15292  -1.13489
O  4.00591  -9.02084  3.40209
O  6.41222  -8.54472  3.48548
O  -3.51541  0.23135  -0.21177
N  -3.31329  1.33853  -0.76596
N  5.32124  -7.95220  0.77733
N  1.69132  1.90909  1.37321
N  -6.43778  1.95004  0.67966
N  0.41855  -0.76196  -3.36936
N  -3.99385  4.56975  -1.77695
N  2.48110  -1.54212  0.58852
N  4.36810  -6.02824  1.76235
N  -0.81882  -1.70950  1.03393
C  -0.20766  -4.85714  -0.69690
C  3.18405  -3.48542  -0.62070
C  2.92167  -2.13185  1.70062
C  0.22564  -5.68486  0.35939
C  2.92215  2.89487  3.16005
C  -1.66280  2.38691  1.55485
C  1.91966  3.94872  -1.60050
C  3.21009  5.01033  0.10730
C  -5.45958  2.08976  0.08672
C  3.62643  -4.09945  0.54491
C  -0.85993  -1.21486  -3.52359
C  4.62242  -6.12827  -0.58590
C  -1.16775  -1.88344  -4.71858
C  -2.33352  1.87849  3.80586
C  1.39460  2.96718  -0.74156
C  1.33920  -0.90561  -4.34657
C  0.01714  -3.27113  3.18192
C  -1.23927  1.07537  1.39730
C  1.05478  -1.55122  -5.52013
C  -2.19408  2.79515  2.76890
C  2.83795  4.01293  1.03187
C  3.49635  -3.38951  1.73518
C  2.14659  1.86650  2.59666
C  -0.46916  -3.00952  0.83064
C  5.16762  -7.39026  -0.41050
C  2.62890  -2.21650  -0.54880
C  -0.82851  -1.21958  2.25544
C  -4.25025  2.26547  -0.65391
C  1.97728  2.96646  0.59124
C  -4.07020  3.52979  -1.28472
C  -0.37765  -1.98115  3.36640
C  -0.05011  -3.84636  1.89269
C  4.91364  -7.23416  1.82490
C  -0.54163  -3.55098  -0.47331
C  -1.89293  0.57715  3.64719
C  -1.31803  0.16735  2.43813
C  3.27171  3.95751  2.37451
C  -0.22975  -2.06443  -5.70511
C  0.30323  -5.18876  1.62972
C  4.22336  -5.46028  0.56510
C  2.78799  4.95844  -1.19340
H  -1.56693  3.08815  0.73460
H  -2.52054  3.82031  2.89857
H  3.11559  5.70352  -1.90449
H  3.23103  -3.98949  -1.57732
H  2.29822  -0.46647  -4.11609
H  -0.26991  -5.26504  -1.69865
H  -2.04561  -0.13785  4.44824
H  -0.88287  -2.90228  -1.26967
H  1.82250  -1.64666  -6.27354
H  -2.79587  2.18275  4.73696
H  2.79513  -1.56084  2.61505
H  3.83685  -3.84078  2.65736
H  5.49845  -7.97594  -1.26369
H  3.24266  2.83212  4.19185
H  3.88372  4.76006  2.76346
H  -0.48445  -2.59471  -6.61325
H  1.88168  0.98752  3.17940
H  2.28315  -1.70601  -1.43927
H  0.50331  -6.71254  0.16260
H  -2.17832  -2.25068  -4.82783
H  0.64856  -5.81149  2.44676
H  4.53330  -5.69152  -1.57038
H  -0.31964  -1.52043  4.34243
H  0.38764  -3.87326  4.00394



[3]
Entry from the Open Molecules 2025 dataset: a structure of composition C44H49BrN5O2S5SiZr in a non-equilibrium geometry (ωB97M-V with the def2-TZVPD basis set).

- M: 1039.5 g/mol
- Kohn-Sham gap: 7.023 eV
- Electronic energy: -7031.77210 Eh
- Relative energy (zero: lowest compared OMol25 entry of this formula, charge and spin): 0.208 eV
- Total charge: +1
- F_max: 0.020 hartree/bohr
- Multiplicity: 1

Atoms and positions in Å:
Zr  -0.17972  -0.34589  -0.16312
Br  -0.21118  2.64342  -0.77051
S  4.53789  0.84885  4.75532
S  -4.07610  -0.28228  -3.89783
S  1.10736  -1.55384  -4.33000
S  -1.88753  -3.04370  -4.72773
S  -0.94160  -4.54980  2.03370
Si  -2.22988  0.68438  1.52541
O  3.16951  3.87818  -4.48587
O  -0.83150  -0.40139  -1.96385
N  -0.66462  -2.11689  0.75067
N  1.84489  -1.75683  -0.80247
N  1.81504  1.12171  -1.72453
N  5.77884  5.22133  4.46798
N  1.60744  0.27980  1.32514
C  2.84520  -0.55377  3.20290
C  -3.94375  -0.07419  1.03592
C  -1.85574  -2.10676  -3.28598
C  -2.41268  -2.79131  -2.24500
C  -1.28837  -0.92137  3.74456
C  -1.35292  -0.66987  -3.27229
C  -2.86214  -4.08645  -2.61517
C  -2.45915  1.65300  -3.55579
C  -2.51698  2.56221  1.33118
C  2.77206  -3.75294  0.25459
C  -0.78467  -3.17499  1.29270
C  2.77373  2.96351  -3.59421
C  1.25981  2.30922  -1.91372
C  4.26820  3.54015  5.26116
C  3.41309  1.74070  -3.40160
C  -0.18734  0.38084  -5.35511
C  0.98111  0.21175  -6.15484
C  2.19884  1.46589  1.51710
C  -5.14224  0.64753  1.66896
C  -0.75260  1.50678  3.79289
C  0.95657  -5.35277  -1.09367
C  1.66113  3.26666  -2.81322
C  -2.49622  0.28792  -3.54907
C  -4.05803  -1.56290  1.38120
C  3.43874  0.69501  3.40796
C  -4.08066  0.09297  -0.48339
C  1.86640  -3.18571  -0.62955
C  5.02092  2.55684  4.63907
C  -2.64525  -4.35052  -3.93263
C  1.77805  -0.79176  -5.70752
C  1.86116  -5.92859  -0.21201
C  0.95137  -3.98300  -1.30240
C  6.49828  4.26430  3.88861
C  3.10776  1.71742  2.52058
C  -4.68468  1.30098  -4.04634
C  2.76675  -5.12531  0.46243
C  1.95499  -0.71304  2.16960
C  6.16647  2.91740  3.94483
C  -0.25005  -0.48484  -4.30579
C  4.69226  4.85784  5.14286
C  2.89543  0.86638  -2.47193
C  -3.04953  0.72932  4.29276
C  -1.82239  0.47431  3.40776
C  -3.71932  2.23964  -3.83445
H  -1.55697  2.22024  -3.38357
H  -2.50677  -2.38882  -1.24746
H  -3.27399  -2.16330  0.91761
H  -3.28978  2.89572  2.02820
H  1.19450  0.79660  -7.03840
H  3.06183  -1.39165  3.85227
H  1.74111  -1.51507  -1.78641
H  3.53261  2.70610  2.61168
H  -3.89882  3.30434  -3.88150
H  7.38573  4.58556  3.35506
H  0.23791  -5.96918  -1.61809
H  -3.76303  -0.09404  4.23563
H  1.92296  2.26086  0.83981
H  -1.12482  -1.00700  4.82536
H  -6.06451  0.27631  1.20697
H  -2.86625  2.82227  0.32714
H  0.22379  -3.53997  -1.97165
H  3.94362  3.57742  -4.97691
H  1.14953  4.21232  -2.91788
H  3.37051  -0.09668  -2.32900
H  2.70080  -1.15419  -6.13342
H  3.37544  3.29174  5.81892
H  -3.21122  -0.27608  -1.02747
H  -1.62723  3.15767  1.55359
H  -5.11461  1.72634  1.50483
H  -5.02253  -1.94958  1.03230
H  -0.39331  1.30906  4.80974
H  3.48924  -3.12534  0.77497
H  -5.22294  0.46687  2.73908
H  3.47510  -5.56423  1.15256
H  4.12952  5.65523  5.61444
H  -4.95372  -0.46006  -0.84899
H  -1.15178  2.52309  3.77915
H  6.78667  2.17218  3.46490
H  4.28643  1.46660  -3.97896
H  -4.21510  1.14086  -0.76722
H  -5.72504  1.46169  -4.28164
H  1.48583  -1.67545  2.00883
H  -0.96333  1.10004  -5.57056
H  0.11423  1.48160  3.12658
H  -3.32478  -4.78352  -1.93088
H  1.85539  -6.99755  -0.04784
H  -1.97900  -1.71420  3.45186
H  -3.57358  1.65170  4.03307
H  -0.33469  -1.12276  3.25435
H  -2.73502  0.81303  5.33957
H  2.72242  -1.36812  -0.47633
H  -4.01060  -1.73502  2.45894
H  -2.88419  -5.24914  -4.47950



[4]
Entry from the Open Molecules 2025 dataset: a cluster of 2 separate species, ClH2O2PS in total in a non-equilibrium geometry (ωB97M-V with the def2-TZVPD basis set).

- M: 132.5 g/mol
- Kohn-Sham gap (spin up / spin down): 7.138 / 7.139 eV
- Electronic energy: -1351.39816 Eh
- Relative energy (zero: lowest compared OMol25 entry of this formula, charge and spin): 3.108 eV
- F_max: 0.058 hartree/bohr
- Multiplicity: 1

Atoms and positions in Å:
Cl  1.73628  0.68677  2.56727
S  2.63225  1.17240  0.90771
P  0.07441  1.21166  -0.66710
O  -0.94205  0.82674  0.43816
O  0.24022  -0.20915  -1.39002
H  -0.98495  0.39293  1.32490
H  1.12213  -0.47463  -1.43809



[5]
Entry from the Open Molecules 2025 dataset: a cluster of 2 separate species, C5H9N2 in total in a non-equilibrium geometry (ωB97M-V with the def2-TZVPD basis set).

- M: 97.1 g/mol
- Kohn-Sham gap: 9.085 eV
- Electronic energy: -304.97354 Eh
- Relative energy (zero: lowest compared OMol25 entry of this formula, charge and spin): 6.980 eV
- Total charge: +1
- F_max: 0.074 hartree/bohr
- Multiplicity: 1

Atoms and positions in Å:
N  2.40307  -0.08167  -0.06057
N  -1.96741  -0.01739  -0.19670
C  3.70710  -0.41206  0.58464
C  -0.84536  0.17052  0.27331
C  -1.91217  0.70608  1.08871
C  3.48895  0.39757  -0.54818
C  -2.91751  -0.49566  -1.10385
H  -2.20484  0.27021  2.08847
H  -2.12208  1.81044  0.96766
H  3.90811  0.08971  1.55710
H  -2.70493  -1.29839  -1.69194
H  4.25125  -1.44162  0.56480
H  3.67742  0.95133  -1.41209
H  -3.79772  -0.87229  -0.60999
H  0.15196  -0.14880  0.14616
H  -3.11587  0.37201  -1.64754



[6]
Entry from the Open Molecules 2025 dataset: a cluster of 4 separate species, C2H14N2O3 in total in a non-equilibrium geometry (ωB97M-V with the def2-TZVPD basis set).

- M: 114.1 g/mol
- Kohn-Sham gap: 10.222 eV
- Electronic energy: -419.75734 Eh
- SMILES string: NCCN.O.O.O
- Relative energy (zero: lowest compared OMol25 entry of this formula, charge and spin): 2.248 eV
- F_max: 0.080 hartree/bohr
- Multiplicity: 1

Atoms and positions in Å:
O  0.83050  -3.88450  -4.09463
O  1.81610  0.29288  2.80247
O  0.48756  -3.23012  1.87894
N  -0.02735  0.32721  0.18049
N  -1.62312  3.74055  -0.17683
C  -0.25778  1.59336  -0.64800
C  -1.43406  2.38208  0.17581
H  2.62870  0.03104  2.37532
H  0.22584  -4.30112  -3.47903
H  -0.81206  -0.29761  0.11535
H  0.98239  -2.37422  1.90888
H  1.13566  0.08346  2.05891
H  -1.92981  3.66675  -1.09417
H  -2.66318  3.87933  0.19972
H  -2.38301  1.77380  -0.02697
H  -0.54422  1.25246  -1.73559
H  0.66600  -0.13202  -0.33844
H  0.66933  2.22247  -0.70602
H  -1.36041  2.29245  1.23246
H  -0.44071  -2.88349  1.80319
H  0.45660  -2.96634  -4.20026



Question: Which formula does entry 4 have?
Answer: ClH2O2PS